(1)
C36H60IN7O8P2 | ωB97M-V with the def2-TZVPD basis set

Structure (XYZ):
```
114
Properties=species:S:1:pos:R:3
C -3.23436 1.69155 0.17847
C -1.87303 1.38176 0.73857
O -1.71208 0.94187 1.84410
O -0.81575 1.66838 -0.08894
C -0.22289 2.93897 0.26603
C -0.45684 3.99653 -0.82913
C -1.05654 5.27398 -0.24068
C -1.62621 6.21686 -1.30450
C -1.89918 7.59453 -0.69556
C -3.05158 8.33231 -1.39394
C -4.41095 7.76994 -0.93030
C -5.12675 8.67119 0.09103
C -6.59377 8.29273 0.18686
C -7.58562 9.25973 0.14745
C -8.92799 8.90194 0.19782
I -10.36548 10.42122 0.11047
C -9.27939 7.56381 0.28688
C -8.27222 6.59262 0.36288
C -6.93918 6.95025 0.31583
C -8.67272 5.15313 0.45752
O -8.11616 4.36074 1.18072
C -9.84204 4.80838 -0.40002
C -9.92818 3.62102 -1.10089
C -11.02753 3.38376 -1.91187
C -12.01686 4.35595 -2.00608
O -13.11181 4.18087 -2.81886
N -12.70739 3.52316 -4.07844
O -13.29786 2.54895 -4.22971
C -11.94684 5.53738 -1.28460
C -10.85111 5.76988 -0.47672
C -10.68433 7.03789 0.30149
O -11.60160 7.55652 0.88714
H -3.26197 1.44121 -0.88146
H -3.46162 2.75185 0.28888
H -3.97527 1.09457 0.70098
H -0.64715 3.28590 1.20999
H 0.83992 2.78446 0.44577
H 0.48617 4.17200 -1.34628
H -1.14739 3.53435 -1.53790
H -1.86351 4.97546 0.43455
H -0.27614 5.77962 0.33327
H -0.89026 6.27723 -2.11032
H -2.52072 5.75355 -1.72872
H -0.99101 8.19259 -0.77310
H -2.18376 7.44769 0.34971
H -2.99468 9.41242 -1.26277
H -2.97731 8.12402 -2.46431
H -5.06535 7.57027 -1.77936
H -4.21839 6.79590 -0.47249
H -4.65763 8.60217 1.07146
H -5.08655 9.67846 -0.32479
H -7.32276 10.30396 0.04653
H -6.19123 6.17303 0.38070
H -9.12477 2.90599 -0.99031
H -11.09620 2.46639 -2.47746
H -12.72143 6.28800 -1.36018
C 2.43867 -1.45263 -1.61986
N 3.55937 -1.26494 -0.72021
C 4.80614 -1.19119 -1.47518
P 3.67938 -2.03671 0.79084
O 4.74180 -1.25530 1.48926
N 2.29478 -1.60228 1.73463
C 1.55249 -0.40219 1.37073
C 2.56393 -1.62400 3.16662
N 3.00700 -3.57347 0.31923
C 1.91103 -4.19274 1.06855
C 4.07588 -4.57788 0.12739
H 2.52102 -2.37162 -2.21614
H 2.39335 -0.60595 -2.30914
H 1.48915 -1.48479 -1.09373
H 5.05331 -2.14724 -1.95925
H 5.63270 -0.91482 -0.82261
H 4.73287 -0.42581 -2.25007
H 2.20936 0.46531 1.21697
H 0.83661 -0.14754 2.15262
H 0.96019 -0.55446 0.47034
H 3.09437 -0.72779 3.50595
H 3.17290 -2.49077 3.43464
H 1.62178 -1.70440 3.71438
H 2.14795 -4.36808 2.12170
H 1.68849 -5.15730 0.60437
H 1.01020 -3.59299 1.00225
H 4.52460 -4.88221 1.07934
H 4.87177 -4.16956 -0.50203
H 3.68836 -5.46299 -0.37854
C 7.93747 -6.65577 1.85491
N 8.29821 -6.95291 0.48292
C 7.88279 -5.86400 -0.39323
P 8.17990 -8.50601 -0.19797
O 9.00835 -8.40311 -1.43397
N 9.15620 -9.58721 0.74270
C 10.21094 -9.02798 1.57670
C 9.66299 -10.70583 -0.04241
N 6.70055 -8.98700 0.58480
C 6.59589 -10.25102 1.31841
C 5.55435 -8.88540 -0.34668
H 6.85601 -6.51458 1.98929
H 8.43849 -5.73457 2.16078
H 8.25510 -7.43407 2.54266
H 6.78700 -5.78478 -0.45141
H 8.26758 -6.00694 -1.40174
H 8.27538 -4.90984 -0.03669
H 10.84308 -8.30986 1.03887
H 10.85057 -9.83266 1.94296
H 9.80600 -8.53973 2.46233
H 10.52898 -10.42971 -0.65324
H 8.89212 -11.08889 -0.71465
H 9.94856 -11.52247 0.62563
H 6.81721 -11.12958 0.70614
H 5.57114 -10.34267 1.68721
H 7.24625 -10.24924 2.18594
H 5.57914 -9.66009 -1.11957
H 5.56083 -7.91211 -0.84604
H 4.61282 -8.96457 0.19698
```

SMILES	CC(=O)OCCCCCCCCc1cc(I)c2c(c1)C(=O)c1ccc(ON=O)cc1C2=O.CN(C)P(=O)(N(C)C)N(C)C.CN(C)P(=O)(N(C)C)N(C)C
charge	0
energy	-91790.8392	eV
E_HOMO	-8.21	eV
energy above the lowest of the compared OMol25 structures with the same formula, charge and spin	0.0	kJ/mol


(2)
C4H13N2 | ωB97M-V with the def2-TZVPD basis set

Structure (XYZ):
```
19
Properties=species:S:1:pos:R:3
C -1.67965 1.54008 -0.13417
C -0.37452 0.87061 0.27286
N -0.69791 -0.29690 1.24077
C 0.33310 0.23010 -0.89423
C 1.62978 -0.52022 -0.52491
N 1.25575 -1.81138 0.05025
H -2.11412 1.07244 -1.00560
H -2.41253 1.48796 0.66659
H -1.47626 2.57991 -0.37369
H 0.20698 1.52208 0.90691
H 0.05173 -1.03031 1.11926
H -0.81314 -0.03174 2.21462
H -1.52111 -0.83756 0.95385
H 0.53999 0.95114 -1.67304
H -0.32351 -0.51890 -1.33139
H 2.31343 -0.48004 -1.37076
H 2.14733 0.04139 0.26510
H 0.85268 -2.40617 -0.67868
H 2.08198 -2.36251 0.29626
```

SMILES	C[C@@H]([NH3+])CCN
charge	+1
energy	-7333.0651	eV
E_HOMO	-14.51	eV
energy above the lowest of the compared OMol25 structures with the same formula, charge and spin	40.7	kJ/mol


(3)
C30H22FN5O3RuS | ωB97M-V with the def2-TZVPD basis set

Structure (XYZ):
```
63
Properties=species:S:1:pos:R:3
Ru -0.63868 0.31712 0.11641
O -1.52521 -3.43209 1.66546
C -1.16215 -2.26784 1.45280
N -1.49963 -1.60204 0.14763
C -0.91185 -2.30094 -1.01086
C -0.88660 -3.67678 -1.14827
C -0.28762 -4.25687 -2.25958
C 0.27356 -3.44734 -3.23472
C 0.22840 -2.06870 -3.13158
C -0.37752 -1.46214 -2.02105
N -0.41524 -0.10196 -1.77343
C 0.09123 0.89237 -2.62542
O 0.16209 0.77850 -3.85471
C 0.49692 2.05845 -1.88987
C 1.09067 3.16376 -2.52963
C 1.54556 4.22436 -1.80031
C 1.39840 4.18858 -0.37791
C 0.79807 3.10061 0.19461
N 0.33908 2.04438 -0.49838
C -0.38890 -1.49721 2.36063
C -0.00458 -2.08229 3.59930
C 0.68662 -1.35484 4.51923
C 1.01556 -0.01002 4.22747
C 0.64643 0.49639 3.00429
N -0.01230 -0.19525 2.07458
H -1.31591 -4.29154 -0.37252
H -0.25638 -5.33474 -2.35269
H 0.76041 -3.89391 -4.09411
H 0.65674 -1.42982 -3.88705
H 1.16847 3.11605 -3.60774
H 2.01034 5.07634 -2.27938
H 1.74252 5.00562 0.24048
H 0.64461 3.06632 1.26816
H -0.29137 -3.11163 3.76231
H 0.98848 -1.79373 5.46204
H 1.54396 0.60855 4.93826
H 0.88690 1.52091 2.74735
O -2.52981 1.59799 -0.55834
N -2.68429 2.72389 0.09447
C -2.67279 3.88503 -0.59195
C -2.90239 5.08791 0.02191
C -3.14017 5.11185 1.39751
C -3.09660 3.93154 2.10149
C -2.83498 2.70671 1.46310
S -2.63885 1.23216 2.27840
H -2.46964 3.78195 -1.64775
H -2.89206 5.99246 -0.56892
H -3.33998 6.04577 1.90696
H -3.25257 3.89864 3.16949
F -6.47028 -5.76850 0.41885
C -5.60907 -4.72819 0.29803
C -5.33946 -3.95378 1.40933
C -4.47399 -2.88305 1.27029
C -3.88045 -2.59578 0.04381
C -2.98082 -1.39378 -0.09488
C -4.17735 -3.39491 -1.05266
C -5.04325 -4.47396 -0.93159
H -5.79337 -4.19404 2.36141
H -4.24729 -2.26198 2.12796
H -3.31502 -0.62130 0.59316
H -3.04750 -0.99372 -1.10604
H -3.71983 -3.18070 -2.01098
H -5.28301 -5.11058 -1.77339
```

spin multiplicity	6
charge	-1
energy	-61194.2262	eV
E_HOMO (spin up / spin down)	-2.61 / -4.96	eV
energy above the lowest of the compared OMol25 structures with the same formula, charge and spin	48.9	kJ/mol


(4)
C3H8NPS | ωB97M-V with the def2-TZVPD basis set

Structure (XYZ):
```
14
Properties=species:S:1:pos:R:3
C 1.26629 -1.46296 0.62900
C 0.09538 0.75476 -1.55888
C -0.24384 -0.67801 -1.42476
N -1.18807 0.48078 0.86089
P -0.65021 -0.87892 0.30158
S 2.13175 0.10070 0.53586
H 1.16474 -1.68327 1.74791
H 1.19858 0.78261 -1.24667
H -0.14695 0.99227 -2.54303
H -0.48168 1.38370 -0.85973
H -0.24129 -1.36995 -2.21751
H -1.94312 0.58724 1.53263
H 1.62573 -2.23524 -0.02194
H -1.22860 -2.16924 0.29123
```

spin multiplicity	3
charge	0
energy	-24849.4705	eV
E_HOMO (spin up / spin down)	-7.44 / -8.28	eV
energy above the lowest of the compared OMol25 structures with the same formula, charge and spin	136.8	kJ/mol


(5)
C15H8BrClIN2O3Sc | ωB97M-V with the def2-TZVPD basis set

Structure (XYZ):
```
32
Properties=species:S:1:pos:R:3
Sc -0.84268 0.25913 0.29919
O -4.16797 1.71330 -4.80114
C -3.30560 1.40244 -3.85839
C -1.91547 1.54775 -3.97010
C -1.12836 1.19578 -2.90927
N -1.62093 0.71032 -1.74470
C -2.95430 0.58325 -1.68548
Br -3.57326 -0.14623 -0.02570
C -3.84294 0.90070 -2.66117
H -3.74983 2.05419 -5.60824
H -1.45949 1.92770 -4.87491
H -0.05317 1.29761 -2.97394
H -4.90973 0.76940 -2.54509
Cl 4.39809 -2.41589 3.84981
C 2.85804 -1.91089 3.28438
C 1.74277 -2.16403 4.02428
C 0.46429 -1.75748 3.57486
I -1.21315 -2.16182 4.71720
C 0.33561 -1.09032 2.39191
O -0.86562 -0.67170 1.87122
C 1.47949 -0.82865 1.61562
N 1.28571 -0.17616 0.40615
C 2.34804 0.06039 -0.36346
C 3.63596 -0.31022 -0.00790
C 3.84091 -0.95316 1.19076
C 2.75581 -1.23289 2.03941
H 1.83800 -2.68525 4.96704
H 2.16986 0.56773 -1.30356
H 4.45643 -0.09142 -0.67495
H 4.83774 -1.25253 1.48799
O -1.51851 2.72666 2.60458
C -1.32573 2.13231 1.68361
```

charge	+2
energy	-136161.1960	eV
E_HOMO	-14.14	eV
energy above the lowest of the compared OMol25 structures with the same formula, charge and spin	10.2	kJ/mol


(6)
C4H5CrO3 | ωB97M-V with the def2-TZVPD basis set

Structure (XYZ):
```
13
Properties=species:S:1:pos:R:3
O 3.25857 -0.65259 -0.76792
C 4.03110 -1.43628 -0.49041
Cr 2.04748 0.97403 -1.19148
O -0.21287 0.78710 -2.53940
C 0.09219 1.32689 -1.49606
O 0.01550 0.57056 -0.30166
C -1.05203 -0.29964 0.08939
C -1.32448 -0.00106 1.54886
H -1.95513 -0.16058 -0.51658
H -0.72954 -1.33643 -0.06257
H -1.83561 0.96621 1.64855
H -1.95403 -0.79689 1.97022
H -0.38114 0.05868 2.10909
```

spin multiplicity	5
charge	+1
energy	-38781.8988	eV
E_HOMO (spin up / spin down)	-13.94 / -14.10	eV
energy above the lowest of the compared OMol25 structures with the same formula, charge and spin	71.9	kJ/mol